[1]
Molecular formula: C24H48MgNO18
Method: DFT, the ωB97M-V functional and the def2-TZVPD basis

Structure (ORCA input):
```
! RIJCOSX wB97M-V def2-TZVPD def2/J DEFGRID3
* xyz 1 1
Mg -1.1637 1.2787 2.5804
N 0.1086 0.5932 0.4688
O -0.4663 -0.1638 1.2250
O -0.0436 1.7826 0.8067
O 0.8261 0.2287 -0.4409
C 1.3041 3.6748 -3.6442
C 0.9164 2.6990 -2.5862
C -0.1753 1.8883 -3.2963
O 0.1886 1.8256 -4.6062
C 0.8559 3.0014 -4.9234
H 2.3646 3.9262 -3.6625
H 0.7524 4.5969 -3.4610
H 0.5968 3.1558 -1.6495
H 1.8278 2.1388 -2.3775
H -1.1655 2.3308 -3.1879
H -0.3283 0.8887 -2.8894
H 0.1274 3.5668 -5.5045
H 1.6361 2.7425 -5.6392
C 2.4734 1.1125 4.8530
C 2.2050 -0.3192 4.8413
C 0.9504 -0.4529 3.9359
O 0.6115 0.8984 3.5561
C 1.7958 1.6679 3.5990
H 3.5164 1.4266 4.8127
H 2.1301 1.5876 5.7719
H 2.0158 -0.7278 5.8339
H 3.0991 -0.8252 4.4770
H 0.1690 -1.0029 4.4604
H 1.2783 -0.9983 3.0509
H 1.6681 2.7503 3.6151
H 2.4579 1.4565 2.7593
C -0.4235 -4.2220 0.1858
C -0.5568 -5.6669 0.6439
C -0.6894 -5.6134 2.0891
O 0.2505 -4.5802 2.4211
C 0.3132 -3.6075 1.3845
H -1.4244 -3.8049 0.0751
H 0.0462 -4.1170 -0.7922
H 0.3448 -6.2174 0.3752
H -1.3677 -6.1520 0.1006
H -0.5589 -6.5810 2.5738
H -1.6487 -5.2239 2.4300
H 1.3482 -3.3583 1.1503
H -0.2286 -2.6928 1.6249
C 2.6738 -5.7606 -2.3242
O 2.1103 -4.8454 -3.2696
C 2.1551 -3.5251 -3.0708
O 2.7304 -2.9842 -2.0922
O 1.3403 -2.9294 -3.9000
C 1.1549 -1.4974 -3.8111
H 2.1513 -5.6193 -1.3780
H 3.7416 -5.5539 -2.2524
H 2.6161 -6.8048 -2.6316
H 1.9581 -0.9502 -4.3046
H 1.1206 -1.2136 -2.7592
H 0.1895 -1.3400 -4.2920
C -3.0115 2.8068 -1.1786
O -4.0287 2.8617 -0.2320
C -3.7585 2.2593 0.9420
O -2.6921 1.8123 1.3622
O -4.8824 2.3421 1.7549
C -6.1674 2.2495 1.2280
H -2.2085 3.5078 -0.9508
H -3.4103 3.0691 -2.1585
H -2.6182 1.7906 -1.1486
H -6.8849 2.0289 2.0184
H -6.3025 1.3775 0.5881
H -6.3623 3.2312 0.7964
C 3.2833 2.4857 0.2413
O 3.6062 3.4510 1.1846
C 4.7080 3.3504 1.8613
O 5.5016 2.4162 1.8684
O 4.7921 4.4826 2.4810
C 6.0792 4.8187 3.0157
H 4.1448 1.9366 -0.1388
H 2.7503 2.8549 -0.6349
H 2.6392 1.7655 0.7457
H 6.5251 4.0163 3.6035
H 6.0273 5.7023 3.6518
H 6.7791 5.1355 2.2425
C -7.0729 -1.1765 -0.9039
O -5.7339 -1.6714 -0.8213
C -4.6374 -1.0407 -1.3466
O -4.6570 0.0925 -1.8903
O -3.6048 -1.7700 -0.8913
C -2.3174 -1.3089 -1.2746
H -7.3353 -1.1837 -1.9618
H -7.1942 -0.2002 -0.4346
H -7.7521 -1.8786 -0.4205
H -2.3098 -0.2531 -1.0036
H -2.2387 -1.3367 -2.3614
H -1.5356 -1.8928 -0.7888
*
```

Results
E_LUMO in eV: -4.49

[2]
Molecular formula: C24H48N3NdO2P
Method: DFT, the ωB97M-V functional and the def2-TZVPD basis

Structure (ORCA input):
```
! RIJCOSX wB97M-V def2-TZVPD def2/J DEFGRID3
* xyz 2 5
C -1.7231 0.7380 -2.2682
N -1.3706 1.5941 -1.2363
C -2.0860 2.7228 -0.9964
C -3.2059 3.0458 -1.7354
C -3.6428 2.1553 -2.7193
C -2.9159 1.0087 -2.9789
Nd 0.2708 0.9801 0.3578
C -1.6393 3.6382 0.1375
N -1.0121 2.9123 1.3012
C -2.0874 2.3762 2.2246
C -2.9917 1.3088 1.6122
C -0.8573 -0.3295 -2.6608
P 0.2594 -1.3840 -1.7972
C 1.5718 -1.7452 -3.0463
C 1.2074 -2.9578 -3.9085
C -0.5424 -2.8502 -1.0285
C 0.5080 -3.8000 -0.4288
C -1.4883 -2.3992 0.0945
C -1.3975 -3.6307 -2.0425
C 1.7470 -0.5067 -3.9450
C 2.9012 -2.0041 -2.3209
C -0.1504 3.8301 2.1279
C 1.0055 4.4300 1.3386
H -3.7234 3.9793 -1.5132
H -4.5536 2.3713 -3.2728
H -3.2331 0.2766 -3.7241
H -1.0588 -0.6608 -3.6960
H -1.9562 -3.3066 0.5032
H -0.9593 -1.9059 0.9217
H -2.2972 -1.7493 -0.2718
H -1.9068 -4.4345 -1.4902
H -2.1703 -3.0034 -2.5029
H -0.8124 -4.1124 -2.8332
H -0.0402 -4.6072 0.0771
H 1.1516 -4.2734 -1.1811
H 1.1387 -3.3079 0.3210
H 1.9644 -3.0661 -4.6970
H 1.2181 -3.8978 -3.3419
H 0.2373 -2.8512 -4.4103
H 0.8425 -0.2741 -4.5219
H 2.0240 0.3882 -3.3643
H 2.5596 -0.7104 -4.6542
H 2.8635 -2.8852 -1.6692
H 3.6715 -2.1693 -3.0873
H 3.2040 -1.1330 -1.7230
H -0.9224 4.3804 -0.2439
H -2.5188 4.2152 0.4792
H -1.5590 1.9751 3.1054
H -2.6917 3.2384 2.5689
H 0.2300 3.2302 2.9704
H -0.7875 4.6212 2.5611
H 1.9167 4.3893 1.9473
H 1.2350 3.9316 0.3815
H 0.8108 5.4885 1.1277
H -3.7069 0.9939 2.3875
H -3.5835 1.6926 0.7699
H -2.4539 0.3985 1.2826
H 1.1281 -0.7765 -0.7835
C 3.3868 2.0194 -0.6880
H 3.1791 3.0587 -0.4125
H 4.0313 1.9658 -1.5831
H 3.8832 1.5042 0.1421
O 2.1045 1.3748 -0.9119
H 1.9710 0.9843 -1.8239
C 1.3844 -1.6031 5.3144
N 1.3708 -1.0471 3.9657
C 2.6426 -0.7570 3.3060
C 0.2412 -0.8104 3.3202
C -1.0654 -1.1080 3.9590
O 0.3116 -0.3174 2.1316
H 2.4330 -1.7053 5.6060
H 0.8972 -2.5873 5.3397
H 0.8683 -0.9400 6.0225
H 2.7503 -1.3317 2.3729
H 2.7422 0.3153 3.0743
H 3.4333 -1.0472 3.9990
H -1.1950 -0.4863 4.8615
H -1.8801 -0.8874 3.2563
H -1.1112 -2.1726 4.2442
*
```

Results
E_LUMO (spin up / spin down) in eV: -4.84 / -5.03

[3]
Molecular formula: C24H48NO2P2RuSi2
Method: DFT, the ωB97M-V functional and the def2-TZVPD basis

Structure (ORCA input):
```
! RIJCOSX wB97M-V def2-TZVPD def2/J DEFGRID3
* xyz 1 5
C -0.0727 3.7795 -2.8735
C -0.2285 2.4702 -2.3171
N 0.8938 1.9422 -1.7144
C 1.7714 2.7342 -1.0976
C 1.8246 4.0983 -1.4200
C 0.9112 4.6044 -2.3553
C -1.4228 1.7496 -2.2254
P -1.5099 0.0833 -1.4992
Ru 0.2369 -0.3804 -0.1030
P 2.4274 0.2802 0.0318
C 2.6183 2.1343 0.0144
C 0.6782 -2.5262 -0.5627
C -0.3498 -3.4041 -0.2479
C -0.1302 -4.7836 -0.2445
C 1.1358 -5.2705 -0.6072
C 2.1596 -4.3880 -0.9913
C 1.9297 -3.0041 -0.9470
O 0.2548 0.3471 -6.2170
O 2.0817 -2.1430 -3.9782
H -0.7559 4.1134 -3.6491
H 2.5708 4.7188 -0.9334
H 1.0249 5.6342 -2.6967
C -3.1491 0.5541 -0.7875
C -1.8719 -1.3724 -2.6262
H 3.6759 2.3811 -0.1664
H 2.3197 2.5542 0.9880
H -0.6852 0.6400 -6.1642
H -2.2410 2.0808 -2.8468
C 3.3261 -0.5424 1.3647
C 3.5634 0.0079 -1.4196
H -1.3226 -3.0032 0.0405
H -0.9359 -5.4651 0.0583
H 1.3356 -6.3398 -0.6042
H 3.1494 -4.7475 -1.2998
H 2.7179 -2.3023 -1.2249
H 0.6783 -0.5320 -1.6658
H 1.2599 -2.5916 -3.7520
H 1.7712 -1.4028 -4.5120
H 0.7646 1.1835 -6.0914
H 1.4213 -0.1396 -1.8578
H -3.6967 1.0051 -1.6254
H -3.7820 -0.2037 -0.3174
H -2.9518 1.3577 -0.0669
H -2.7166 -1.1106 -3.2829
H -0.9940 -1.6062 -3.2574
H -2.1302 -2.2906 -2.0609
H 4.2978 0.8253 -1.3989
H 4.0597 -0.9700 -1.3458
H 3.0102 0.0566 -2.3723
H 4.2958 -0.0414 1.4860
H 2.7478 -0.5031 2.2931
H 3.4677 -1.5876 1.0604
C -3.5458 0.4883 2.4156
Si -2.2337 -0.8883 2.3714
C -2.0232 -1.6421 4.0926
C -3.1134 -2.2261 1.3789
C -0.4600 -0.2711 1.9576
Si -0.1797 1.4469 2.7517
C -1.1413 1.7196 4.3821
C 1.5896 1.6242 3.3982
C -0.6740 2.8581 1.6176
H -4.1758 0.3350 3.3037
H -4.2105 0.4199 1.5458
H -3.1522 1.5109 2.4472
H -2.9824 -1.6549 4.6271
H -1.6824 -2.6818 3.9835
H -1.2938 -1.1041 4.7097
H -3.0977 -2.0723 0.2953
H -2.6678 -3.2057 1.5921
H -4.1708 -2.2773 1.6897
H 0.2250 -0.9861 2.4747
H -0.8501 0.9915 5.1519
H -0.8632 2.7195 4.7513
H -2.2329 1.7010 4.2969
H 2.3755 1.5956 2.6349
H 1.7915 0.8232 4.1266
H 1.6738 2.5852 3.9329
H -0.0239 2.9346 0.7349
H -1.7061 2.7606 1.2570
H -0.6093 3.8111 2.1689
*
```

Results
E_LUMO (spin up / spin down) in eV: -3.08 / -5.18

[4]
Molecular formula: C24H48O24
Method: DFT, the ωB97M-V functional and the def2-TZVPD basis

Structure (ORCA input):
```
! RIJCOSX wB97M-V def2-TZVPD def2/J DEFGRID3
* xyz 0 1
C -0.5133 3.2806 -0.5213
O 0.1667 2.3966 0.4347
C 0.2077 1.0906 0.3117
O -0.5013 0.4646 -0.6253
O 0.8667 0.4826 1.2187
C 1.3187 -0.8164 1.0667
H -0.1023 4.0926 -0.7163
H -1.6513 3.2326 -0.2893
H -0.5583 2.9916 -1.5143
H 1.8087 -1.0864 0.0657
H 0.5967 -1.5344 0.9107
H 2.0027 -1.2834 1.9147
C -2.4003 -3.5334 1.0577
O -2.2323 -4.6464 0.1657
C -1.0723 -5.2114 -0.0513
O -0.1113 -4.8614 0.6397
O -0.9513 -6.2584 -0.8963
C 0.2977 -6.8944 -1.1223
H -3.3213 -3.3734 0.7977
H -1.7383 -2.7174 0.9197
H -2.2253 -3.9954 2.0027
H 0.6687 -7.6004 -0.4053
H 1.0827 -6.1284 -1.0243
H 0.0477 -7.0844 -2.0143
C -2.8033 5.2116 2.8417
O -1.7833 4.4336 3.4607
C -1.8053 3.0826 3.4407
O -2.8413 2.4446 3.1107
O -0.7493 2.4706 3.9287
C -0.6263 1.0616 4.0557
H -2.3883 6.2276 2.7917
H -3.7933 5.1666 3.2907
H -3.0843 4.8746 1.7507
H 0.2577 0.7176 4.6637
H -0.5303 0.4606 3.1987
H -1.4263 0.6866 4.7267
C 0.8907 0.9286 -4.0513
O 2.0017 1.7386 -3.5803
C 2.0207 3.0086 -3.7053
O 1.0517 3.6506 -4.1643
O 3.0827 3.5936 -3.2363
C 3.3217 4.9346 -3.2113
H 0.8487 0.0426 -3.5963
H 0.8197 0.5796 -5.0063
H -0.0603 1.5786 -3.9023
H 4.4697 5.1656 -2.9253
H 2.6967 5.2906 -2.4213
H 2.9877 5.4076 -4.1163
C -0.4193 -2.6454 -2.1623
O 0.4387 -3.4054 -2.9103
C 1.7547 -3.2354 -2.7523
O 2.2697 -2.4604 -1.9103
O 2.4827 -4.1514 -3.4403
C 3.8997 -4.5064 -2.9643
H -0.2403 -2.7344 -1.1363
H -1.1703 -3.1884 -2.3483
H -0.6593 -1.6514 -2.6543
H 4.3757 -5.2544 -3.7833
H 3.9367 -4.9324 -1.9593
H 4.4337 -3.4984 -2.7593
C 2.6267 3.5326 2.8847
O 3.5837 4.4566 3.3807
C 4.1497 5.2296 2.4277
O 4.3897 4.7846 1.3307
O 4.8557 6.2586 2.7237
C 5.7377 7.1196 1.8017
H 1.9577 3.7966 2.0167
H 1.9717 3.4836 3.7217
H 3.1587 2.5686 2.4857
H 6.5097 6.6676 1.5057
H 6.2257 8.0976 2.3557
H 5.0567 7.5786 0.9117
C 0.9617 -3.8284 4.3577
O -0.3703 -3.9514 4.8617
C -1.2093 -3.0054 4.4007
O -0.9613 -2.2244 3.5457
O -2.3543 -3.1064 5.0827
C -3.4153 -2.2354 4.7947
H 1.0697 -4.0534 3.3477
H 1.5007 -4.6084 4.9847
H 1.4417 -2.9074 4.3697
H -3.9183 -2.3824 3.8947
H -3.1213 -1.2254 4.9277
H -3.9373 -2.3354 5.5567
C -5.3573 -1.8254 -6.0013
O -5.0083 -0.6224 -5.4353
C -4.3933 -0.7444 -4.1633
O -4.2833 -1.8244 -3.6643
O -3.7223 0.3136 -3.8203
C -3.1433 0.3236 -2.5313
H -5.8123 -1.8254 -7.0523
H -6.0223 -2.4304 -5.3603
H -4.4593 -2.3854 -6.0693
H -2.7803 1.3336 -2.2943
H -2.4733 -0.2494 -2.4753
H -3.8013 0.1306 -1.6963
*
```

Results
E_LUMO in eV: 0.56
Energy above the lowest of the compared OMol25 structures with the same formula, charge and spin in kcal per mole: 322.66

[5]
Molecular formula: C24H48O24
Method: DFT, the ωB97M-V functional and the def2-TZVPD basis

Structure (ORCA input):
```
! RIJCOSX wB97M-V def2-TZVPD def2/J DEFGRID3
* xyz 0 1
C 11.4687 9.2010 -9.7252
O 11.4825 10.3589 -10.6713
C 10.6448 10.2729 -11.6996
O 9.8617 9.4191 -11.8872
O 10.8230 11.3139 -12.4567
C 9.9382 11.4300 -13.5699
H 11.8212 8.3001 -10.2345
H 10.5007 9.0615 -9.2686
H 12.2201 9.4360 -8.9756
H 10.4253 11.0308 -14.4519
H 9.7445 12.4945 -13.6790
H 8.9708 10.9652 -13.3844
C 21.1921 9.8280 -10.9782
O 20.1318 9.4164 -10.1751
C 19.6546 10.3336 -9.3796
O 20.1587 11.3702 -9.1773
O 18.5470 9.8711 -8.8188
C 17.8730 10.8146 -8.0757
H 22.1234 9.5999 -10.4652
H 21.1032 10.8648 -11.2609
H 21.1379 9.1875 -11.8547
H 17.6889 11.6533 -8.7294
H 18.5703 11.1567 -7.3057
H 17.0127 10.3487 -7.6554
C 14.6104 20.0584 -16.1166
O 14.1610 19.6044 -14.8348
C 14.6743 18.4588 -14.4453
O 15.4028 17.8052 -15.0573
O 14.2097 18.1702 -13.2563
C 14.4430 16.8422 -12.8406
H 15.5681 20.5523 -15.9976
H 13.8554 20.7599 -16.4377
H 14.6867 19.2194 -16.7974
H 13.9216 16.1926 -13.5494
H 14.0416 16.6830 -11.8486
H 15.5044 16.6051 -12.8233
C 14.2757 13.5684 -3.8566
O 14.4074 14.2731 -2.6426
C 15.0597 13.6777 -1.6965
O 15.4281 12.5373 -1.6913
O 15.1911 14.5489 -0.7130
C 15.5442 13.9796 0.4981
H 13.9754 12.5479 -3.7005
H 15.1962 13.5707 -4.4592
H 13.5674 14.1593 -4.4263
H 15.4251 14.7609 1.2431
H 16.5979 13.7027 0.4905
H 14.9038 13.1412 0.7367
C 18.6064 7.0147 -5.3542
O 18.4463 8.1454 -4.4375
C 17.2522 8.2962 -3.9623
O 16.3016 7.6691 -4.2252
O 17.2785 9.2449 -3.1591
C 16.0189 9.4176 -2.5496
H 19.6305 7.0465 -5.6909
H 17.9343 7.1016 -6.2033
H 18.4069 6.0809 -4.8236
H 15.2278 9.5672 -3.2950
H 16.0087 10.2547 -1.8733
H 15.7011 8.5307 -1.9807
C 14.5331 6.1680 -2.8747
O 13.1364 6.3749 -3.1271
C 12.7588 7.6039 -3.1507
O 13.4264 8.5462 -2.9914
O 11.5392 7.6101 -3.3939
C 10.9024 8.8679 -3.2128
H 14.8490 6.6544 -1.9559
H 15.1368 6.5640 -3.7004
H 14.6660 5.0982 -2.8338
H 9.9005 8.7772 -3.6159
H 11.4069 9.6743 -3.7649
H 10.8544 9.1585 -2.1608
C 14.0006 10.6590 -5.5698
O 13.2469 11.4593 -6.4843
C 13.8055 11.7677 -7.6536
O 14.9132 11.6864 -7.9122
O 12.8859 12.2724 -8.4771
C 13.3685 12.6974 -9.7745
H 15.0048 11.0734 -5.4391
H 14.1402 9.6723 -6.0064
H 13.4874 10.6755 -4.6315
H 12.5050 13.1315 -10.2525
H 13.8089 11.8816 -10.3323
H 14.1357 13.4715 -9.6503
C 11.0913 15.0669 -13.0181
O 10.2843 14.9903 -14.2255
C 10.6914 15.6611 -15.2468
O 11.7414 16.1470 -15.3813
O 9.7737 15.6435 -16.1003
C 10.1222 16.3121 -17.2773
H 10.5256 14.6657 -12.1941
H 11.3970 16.0866 -12.7880
H 11.9617 14.4685 -13.3072
H 10.7689 15.6842 -17.8886
H 10.6777 17.2214 -17.0413
H 9.1941 16.5327 -17.7718
*
```

Results
E_LUMO in eV: 0.44
Energy above the lowest of the compared OMol25 structures with the same formula, charge and spin in kcal per mole: 69.25

Question: Number 2 is which compound?
Answer: C24H48N3NdO2P